Here is a 2-piece molecular cluster, C10H18FNO3 overall in a non-equilibrium geometry from the Open Molecules 2025 dataset. Energies are from the ωB97M-V functional and the def2-TZVPD basis.

Calculated values
**Lowest unoccupied orbital energy (spin up / spin down)**: 0.78 / -1.32 eV
**<S²>**: 2.010
**Multiplicity**: 3
**Calculated total energy**: -771.92218 hartree

Geometry as XYZ:
```
33
Properties=species:S:1:pos:R:3:forces:R:3:nbo_charge:R:1
C -1.010369 -0.016174 -1.225201 2.2 1.2 -1.1 0.602
C 1.147870 -0.026572 0.358895 -0.5 0.0 1.2 0.620
C -3.303574 -1.915445 0.148853 0.9 1.4 -1.1 -0.624
C 0.488291 -1.375623 3.700843 -1.7 -2.2 -1.7 -0.630
C 1.027694 3.118976 -1.871028 2.5 -2.6 0.9 -0.563
C 2.939334 1.540120 -1.547480 0.3 0.5 -0.4 -0.590
C -3.048753 -0.589167 -0.637707 0.3 -2.4 2.4 -0.087
C 1.092763 -1.461772 2.231520 -2.9 0.3 0.6 -0.067
C 1.434753 1.584855 -1.596055 -0.9 2.3 -0.9 -0.348
C 0.778691 1.144725 -0.395840 0.9 2.0 4.1 0.475
N -0.650567 -0.479787 -2.282702 -0.2 -0.3 -1.4 -0.753
O 1.794364 -0.908001 -0.163979 0.5 -0.3 -0.5 -0.590
O -1.771932 0.011863 -0.240687 -3.4 -0.4 0.9 -0.473
O 0.672380 -0.182267 1.650661 0.8 -0.1 -1.1 -0.518
F 0.046264 2.148383 0.292119 0.8 -2.2 -1.0 -0.343
H -4.338797 -2.051638 -0.047369 -1.1 -0.7 0.3 0.212
H -2.739144 -2.697905 -0.338701 0.1 -0.4 0.1 0.212
H -3.070028 -1.878973 1.220667 -0.2 0.3 -0.4 0.229
H 0.703684 -2.272764 4.291459 0.5 0.2 -0.1 0.209
H 0.677147 -0.494761 4.259368 0.9 0.9 0.1 0.222
H -0.626116 -1.426315 3.670155 0.6 0.2 -0.4 0.205
H 1.459026 3.218449 -2.819990 0.5 1.0 -1.4 0.198
H 0.024125 3.040095 -1.925984 -3.4 0.6 -0.4 0.202
H 1.355552 3.841199 -1.150126 0.3 0.2 0.3 0.208
H 3.389674 2.188282 -0.786441 -0.5 0.2 -0.2 0.206
H 3.405899 0.606203 -1.403932 0.1 -1.4 0.1 0.230
H 3.194918 1.891990 -2.532556 0.8 0.3 -0.3 0.206
H -3.855806 0.044831 -0.539604 -1.3 2.0 1.3 0.188
H -3.104256 -0.714220 -1.675960 0.7 -0.8 -1.6 0.175
H 0.761243 -2.303794 1.506048 0.1 1.2 1.7 0.199
H 2.129388 -1.550012 2.300583 1.8 0.2 -0.1 0.183
H 0.936183 1.130657 -2.486348 1.0 -0.3 0.7 0.267
H -1.249640 -1.066486 -2.839780 -0.5 -1.0 -0.5 0.336
```
Positions in Å, forces in eV/Å.

Here is one molecule with the formula C10H18IN2O4P in a non-equilibrium geometry from the Open Molecules 2025 dataset. Energies are from the ωB97M-V functional and the def2-TZVPD basis.

Calculated values
**Lowest unoccupied orbital energy**: 0.05 eV
**Multiplicity**: 1
**Calculated total energy**: -1441.35724 hartree

Geometry as XYZ:
```
36
Properties=species:S:1:pos:R:3:forces:R:3:nbo_charge:R:1
C -0.271969 3.382092 0.593258 -0.1 0.1 -0.2 -0.614
C -0.776293 3.011252 -0.795043 0.1 -0.5 0.2 -0.398
C -0.458536 1.562526 -1.151772 0.3 0.3 0.5 -0.231
N 1.007799 1.261457 -1.035935 -0.3 -0.7 -0.9 -0.915
P 1.341392 -0.159485 -0.220362 -0.5 0.1 0.0 1.555
C 3.078865 -0.512418 -0.575354 0.2 0.2 -0.3 -0.874
C 3.560382 -1.636721 0.308486 0.1 -0.5 0.1 0.457
O 3.384658 -2.782364 0.045717 0.0 0.2 -0.1 -0.496
I 4.578104 -1.081327 2.094826 0.0 0.1 0.0 0.110
C 0.396808 -1.570424 -0.884507 0.2 -0.2 -0.3 -0.889
C -0.600813 -2.180178 0.095910 0.1 -0.1 -0.2 0.743
O -0.411960 -3.278853 0.543704 0.1 0.1 0.2 -0.537
N -1.705353 -1.361894 0.379213 -0.1 -0.3 0.2 -0.513
C -2.667813 -1.309324 -0.719118 0.3 0.3 -0.3 -0.408
C -2.330763 -1.632048 1.679652 -0.1 0.3 0.0 -0.411
C 1.137328 0.151887 1.630705 -0.1 -0.2 0.6 0.583
O 0.504249 -0.681700 2.246345 -0.4 -0.6 0.1 -0.662
O 1.753307 1.166762 1.881753 0.5 0.9 0.1 -0.664
H 0.808320 3.305328 0.657616 0.1 0.0 0.1 0.234
H -0.574650 4.398919 0.835613 0.0 0.1 0.1 0.210
H -0.703400 2.715964 1.339255 0.0 0.0 0.1 0.210
H -1.866522 3.064740 -0.775606 -0.1 0.3 -0.3 0.204
H -0.372770 3.666778 -1.565337 -0.1 0.2 0.0 0.199
H -1.004724 0.926165 -0.452900 0.0 -0.2 0.0 0.212
H -0.791556 1.331598 -2.162746 -0.1 -0.1 -0.1 0.191
H 1.368361 1.132514 -1.979214 0.2 0.5 0.0 0.381
H 3.668536 0.391651 -0.452038 -0.1 0.1 0.2 0.294
H 3.157684 -0.849730 -1.610027 0.0 -0.1 -0.1 0.264
H 1.103012 -2.347649 -1.172201 0.0 -0.1 0.0 0.283
H -0.103985 -1.229717 -1.791086 -0.1 0.1 0.0 0.256
H -3.514313 -0.694346 -0.429298 -0.1 0.0 0.1 0.215
H -3.007574 -2.302166 -1.025406 -0.2 -0.1 0.1 0.189
H -2.223091 -0.834504 -1.594746 0.0 0.0 0.0 0.189
H -2.465167 -0.683952 2.199120 0.0 0.1 0.0 0.206
H -1.687570 -2.244298 2.296366 0.1 -0.1 0.0 0.245
H -3.309984 -2.096537 1.565156 0.0 -0.2 0.0 0.181
```
Positions in Å, forces in eV/Å.

Here is one molecule with the formula C10H18N2O3S in a non-equilibrium geometry from the Open Molecules 2025 dataset. Energies are from the ωB97M-V functional and the def2-TZVPD basis.

Calculated values
**Lowest unoccupied orbital energy**: 0.60 eV
**SMILES**: CSCC[C@H](NC(=O)[C@@H]1CCCN1)C(=O)O
**Multiplicity**: 1
**Calculated total energy**: -1125.29552 hartree

Geometry as XYZ:
```
34
Properties=species:S:1:pos:R:3:forces:R:3:nbo_charge:R:1
C -1.285430 -0.374573 0.354963 0.5 0.0 0.0 -0.163
C -0.410358 -0.584138 1.582728 0.2 0.0 1.0 0.697
C -2.701875 0.115567 0.675243 -0.2 0.3 -0.2 -0.428
C -3.605297 -0.646093 -0.321709 0.3 -1.5 1.0 -0.423
C -2.613293 -1.456351 -1.185700 0.0 0.2 -0.3 -0.224
C 1.634535 -0.903687 0.132579 -0.4 0.0 -0.1 -0.174
C 2.491707 -2.154129 0.258829 -0.2 0.1 0.8 0.793
C 2.535797 0.267790 -0.288226 0.1 0.0 -0.7 -0.408
C 1.800765 1.562341 -0.685816 0.2 -0.4 -0.5 -0.534
C 0.765048 4.019712 -0.090249 0.4 0.1 -0.6 -0.751
H -1.623157 -2.390464 0.292162 0.2 0.2 0.0 0.356
H -0.747734 0.326303 -0.312302 -0.4 -0.1 0.2 0.201
H -2.970933 -0.099400 1.714023 0.2 0.0 -0.2 0.245
H -2.776858 1.195415 0.516144 0.0 -0.1 0.1 0.213
H -4.217304 -0.010928 -0.903690 -0.6 0.7 -0.7 0.210
H -4.288953 -1.348913 0.219195 0.5 0.5 -0.4 0.201
H -2.996704 -2.420990 -1.543845 0.1 0.3 0.1 0.206
H -2.306674 -0.865761 -2.059525 -0.2 -0.1 0.0 0.180
H 1.442525 -0.956651 2.207772 0.6 -0.3 0.9 0.420
H 0.881237 -1.104508 -0.648564 0.3 0.0 0.2 0.262
H 3.244570 0.472457 0.502358 0.2 0.1 0.4 0.217
H 3.153143 -0.071653 -1.145131 -0.4 0.2 0.3 0.228
H 2.530283 2.245216 -1.162872 -0.3 -0.3 0.3 0.222
H 1.041171 1.314515 -1.457122 0.3 0.2 0.4 0.203
H 0.299812 4.682337 0.643841 0.1 -0.1 -0.1 0.235
H 1.748488 4.456129 -0.414959 -1.0 -0.3 0.2 0.214
H 0.079054 3.901822 -0.959344 0.5 0.2 0.6 0.214
H 3.478810 -3.343047 -0.757398 0.5 -0.7 0.1 0.498
N -1.408838 -1.646613 -0.374905 -0.3 -0.4 0.2 -0.619
N 0.949614 -0.688911 1.394937 -1.0 0.3 -1.1 -0.618
O -0.882147 -0.657604 2.713420 0.3 0.0 -0.9 -0.610
O 2.761135 -2.693949 1.305538 -0.1 0.1 -0.5 -0.594
O 2.950625 -2.567119 -0.921976 -0.3 0.4 -0.4 -0.672
S 1.047226 2.425869 0.719595 0.0 0.1 -0.1 0.201
```
Positions in Å, forces in eV/Å.